Arrangement A

Computed, not measured: a cluster of 3 separate species, C6H12O3 in total, with ωB97M-V/def2-TZVPD.

Frontier orbital gap (eV): 9.5

XYZ file:
```
21
C6H12O3 ωB97M-V/def2-TZVPD
C -0.887 -1.527 1.222
C -1.694 -2.531 -2.243
H -2.631 -2.961 -2.587
O 1.030 1.034 0.670
H 0.074 -0.685 0.478
C -0.813 -1.901 -0.148
H -1.569 -1.516 -2.619
H 1.406 3.772 0.780
O -1.777 -2.523 -0.802
H 1.214 2.197 -1.045
O 0.143 -1.303 -0.751
H -0.002 1.482 2.320
C 1.782 1.470 -0.458
C 0.818 3.276 1.538
H 2.730 1.916 -0.144
H -1.850 -1.532 1.719
H -0.080 -1.956 1.812
H 1.962 0.578 -1.053
C 0.595 1.965 1.555
H -0.855 -3.143 -2.570
H 0.405 3.888 2.325
```

Atomic partial charges in e from the Löwdin method, atoms 1 to 5:
1. C -0.016
2. C -0.029
3. H 0.092
4. O -0.191
5. H 0.212



Arrangement B

Computed, not measured: a cluster of 3 separate species, C6H12O3 in total, with ωB97M-V/def2-TZVPD.

Frontier orbital gap (alpha / beta) (eV): 6.7 / 7.1

XYZ file:
```
21
C6H12O3 ωB97M-V/def2-TZVPD
O -3.028 0.395 -1.837
H 1.056 -0.451 2.082
H 2.905 0.014 -0.351
H -2.539 0.599 0.576
H -1.219 1.434 1.369
H -1.912 -0.031 2.098
H 0.618 -0.634 -1.302
C 1.390 0.078 1.194
H 3.484 -0.402 1.263
H -0.766 -1.476 0.505
O -1.762 -0.940 -3.107
C 0.040 0.049 -0.696
H 0.120 1.112 -0.888
C -1.978 -0.199 -1.971
H 2.499 -1.560 0.357
C -0.684 -0.400 0.376
O 1.428 1.427 1.483
H -2.564 -0.856 -3.669
H 1.901 1.898 0.784
C -1.622 0.443 1.157
C 2.633 -0.500 0.577
```

Atomic partial charges in e from the Löwdin method, atoms 1 to 5:
1. O -0.025
2. H 0.118
3. H 0.082
4. H 0.082
5. H 0.087



Verdict on stability: arrangement B comes out at the bottom.



Arrangement A

Computed, not measured: an isolated molecule of C3H2N4O, with ωB97M-V/def2-TZVPD.

Frontier orbital gap (eV): 8.7
SMILES: O=c1cncnnn1

XYZ file:
```
10
C3H2N4O ωB97M-V/def2-TZVPD
N -0.389 0.716 -1.530
C -0.238 -1.005 0.929
N -0.678 1.625 -0.496
C 0.760 -0.879 -0.181
H -0.633 -1.827 1.330
H -1.033 1.991 1.536
C -0.968 1.139 0.731
N -0.825 -0.022 1.557
O 1.914 -1.244 0.104
N 0.324 -0.281 -1.327
```

Atomic partial charges in e from the Löwdin method, atoms 1 to 5:
1. N 0.015
2. C -0.007
3. N 0.048
4. C -0.419
5. H 0.080



Arrangement B

Computed, not measured: an isolated molecule of C3H2N4O, with ωB97M-V/def2-TZVPD.

Frontier orbital gap (eV): 9.4
SMILES: [H]/N=c1\[nH]nc(C#N)o1

XYZ file:
```
10
C3H2N4O ωB97M-V/def2-TZVPD
N -0.760 0.858 -0.010
H -2.819 -0.117 0.545
H -1.457 1.748 0.373
C 1.128 -0.108 -0.465
O 0.088 -1.175 -0.296
N 0.678 1.070 -0.244
C 2.629 -0.278 -0.131
C -1.050 -0.524 -0.097
N 3.732 -0.536 0.262
N -2.171 -0.937 0.063
```

Atomic partial charges in e from the Löwdin method, atoms 1 to 5:
1. N 0.036
2. H 0.140
3. H 0.254
4. C -0.220
5. O 0.103



Verdict on stability: arrangement A comes out at the bottom.



Arrangement A

Computed, not measured: a structure of composition C41H42KN5O2S5Si, with ωB97M-V/def2-TZVPD.

Frontier orbital gap (eV): 4.8
Charge: -2

XYZ file:
```
97
C41H42KN5O2S5Si ωB97M-V/def2-TZVPD
C -0.188 -4.492 1.565
C 0.587 -0.979 8.192
S 2.134 -3.084 0.968
N -4.462 2.652 1.538
C -2.290 1.398 -1.962
C -1.364 -4.158 -0.958
H -8.398 5.250 2.448
H 2.504 -4.753 -1.615
H 2.989 4.571 -5.246
C 4.965 -0.434 -1.107
H -2.067 -3.638 -2.942
C -3.231 0.868 -2.840
H 3.926 2.276 -5.409
K -0.306 -0.240 1.339
H -5.055 5.540 -1.166
H -0.656 -5.481 1.605
C -7.749 6.360 0.731
C -5.715 4.419 0.549
H -8.532 7.105 0.802
C 3.519 -3.609 -0.064
H -0.558 -2.644 -4.422
H 6.882 -1.391 -1.272
S -1.267 -3.365 0.660
C 1.300 0.498 6.406
H -0.380 -4.522 -1.250
S -3.322 0.360 2.345
Si 2.253 0.830 -0.810
C 1.163 0.215 7.765
C 0.275 -1.630 5.935
C -1.031 1.759 -2.415
C 0.133 -1.926 7.274
O 1.251 0.415 3.294
N 0.259 -1.658 3.576
H 1.740 1.422 6.054
C 0.821 -0.492 4.001
C 0.138 -2.244 -3.678
H 0.490 -1.169 9.255
C -0.082 -2.395 4.676
H -1.359 0.900 -5.668
H -3.610 0.277 -4.861
C -1.883 -3.150 -1.980
N -2.522 1.631 -0.564
H 0.556 -1.324 -4.094
O -0.573 -3.516 4.691
H 1.757 -5.365 1.639
C 2.175 3.382 -2.170
C -6.796 6.424 -0.281
C 3.931 0.032 -0.284
C 5.214 -0.833 1.616
H -0.319 -2.857 7.591
H 1.657 -3.599 -4.372
H 2.266 1.872 0.301
H 0.845 -4.127 -2.898
H 5.290 -0.991 2.686
S 2.538 -2.496 -2.403
N -4.748 3.463 0.413
C -1.618 1.045 -4.625
C -2.888 0.694 -4.170
C -3.845 1.555 1.250
H 3.695 0.711 -3.556
H -2.048 -5.012 -0.909
C 0.844 -0.449 5.514
H 4.145 -4.256 -2.007
H 0.309 1.850 -4.079
C -5.793 5.478 -0.373
C 1.220 -4.646 1.013
H 4.004 -4.475 0.397
H 3.311 0.118 1.779
H -0.314 2.152 -1.706
C 4.090 -0.208 1.096
H -3.963 3.705 -0.173
C 2.688 2.075 -2.222
H 1.687 3.713 -1.258
H 4.228 -2.781 -0.012
C 2.273 4.267 -3.235
H -2.841 -2.753 -1.635
H -6.612 3.549 2.285
C 3.312 1.718 -3.429
C 3.431 2.600 -4.498
N -3.621 1.254 -0.147
H 1.503 0.932 8.502
H -4.208 0.597 -2.463
H 7.119 -1.747 1.174
S -0.810 -1.716 -2.236
H 4.903 -0.299 -2.181
C 6.238 -1.258 0.772
H 1.855 5.264 -3.145
C -0.687 1.579 -3.747
C 1.249 -3.256 -3.416
H 1.183 -5.061 0.004
C 6.101 -1.058 -0.594
H -0.184 -4.093 2.581
C -7.669 5.319 1.648
C 3.217 -3.931 -1.530
H -6.830 7.227 -1.008
C 2.908 3.884 -4.412
C -6.675 4.356 1.570
```

Atomic partial charges in e from the Löwdin method, atoms 1 to 5:
1. C -0.531
2. C -0.102
3. S 0.871
4. N 0.009
5. C -0.279



Arrangement B

Computed, not measured: a structure of composition C41H42KN5O2S5Si, with ωB97M-V/def2-TZVPD.

Frontier orbital gap (eV): 2.8
Charge: -2

XYZ file:
```
97
C41H42KN5O2S5Si ωB97M-V/def2-TZVPD
S 0.534 3.304 1.467
C 3.763 1.698 1.132
C -4.304 1.688 0.556
C 3.989 -3.912 1.496
S 0.154 -3.434 1.111
H 3.836 -4.277 2.504
H 0.475 -4.777 -2.393
H -3.530 -2.833 1.456
H -4.227 -2.717 -0.832
N -1.274 4.482 2.989
C -3.634 -1.538 -2.549
H 5.765 0.579 -1.351
O 3.153 -0.462 -2.259
C 4.566 2.719 1.626
H 3.061 -2.027 1.894
C -1.321 -1.072 -4.076
H -1.863 -1.273 -5.007
H -4.494 5.071 5.255
C 3.906 2.512 -5.723
C -2.483 -2.548 1.303
H -2.916 5.450 3.547
N 1.076 0.624 -2.589
H -1.042 2.610 4.656
H -5.612 -1.497 2.316
H -1.906 -4.383 0.309
N -1.986 2.585 1.665
C -4.277 0.177 2.440
C 5.809 2.952 1.060
H 0.614 -5.466 -0.099
N -2.576 4.499 3.561
H -3.784 -2.195 -3.411
C -2.120 2.311 6.490
H -0.560 -0.323 -4.284
C 5.435 1.160 -0.496
C 1.537 2.036 -4.310
H -1.498 -3.138 -3.477
H -4.581 -1.025 -2.372
O -0.735 1.887 -3.365
C -3.301 -2.380 -1.311
H -3.871 -0.073 3.411
C -5.752 -0.232 0.586
H -6.513 -0.837 0.108
H 5.231 -4.878 -1.500
H -1.018 -4.304 -1.599
C 0.714 -4.400 -0.317
C -2.741 3.913 4.799
H -2.734 -3.267 -1.597
H 0.631 3.506 -5.587
H 1.765 -0.291 0.034
H -0.103 -2.759 -4.475
C -1.621 -3.811 1.193
H 4.873 1.071 -4.488
S 0.315 -2.363 -2.136
C -0.707 -2.397 -3.637
C 4.766 -4.248 -0.751
C 4.184 0.901 0.070
H -2.184 -1.972 2.182
H 4.930 -5.716 0.810
H 4.196 3.346 2.428
S -2.459 -0.216 -2.964
H -1.444 1.535 6.828
C -3.821 4.297 5.608
C 3.555 -2.640 1.147
C 3.946 1.589 -4.717
K -0.627 1.648 -0.853
H 4.430 -2.616 -2.109
C 2.389 0.506 -2.930
H -1.809 -4.448 2.061
C 4.329 -2.974 -1.091
C 1.548 2.975 -5.348
H 2.779 1.552 1.560
C 2.764 1.318 -3.969
H 6.432 3.758 1.431
H -5.681 1.211 -1.007
H 2.718 3.952 -6.854
H -3.371 2.204 8.240
H 7.206 2.368 -0.466
C 0.526 1.563 -3.425
C -4.044 3.687 6.828
C -5.289 0.918 -0.041
C -3.196 2.683 7.286
H 1.784 -4.181 -0.368
C 4.597 -4.720 0.545
N -2.778 2.066 2.463
C 2.705 3.222 -6.052
H 4.810 2.721 -6.289
Si 3.080 -0.440 -0.630
C 0.053 -4.088 -1.652
C -0.999 3.503 2.184
C 3.718 -2.146 -0.147
C -1.885 2.909 5.263
H -3.922 2.579 0.073
C -3.793 1.300 1.787
S -2.362 -1.418 -0.097
C 6.245 2.171 -0.005
C -5.247 -0.603 1.825
H -4.891 3.999 7.428
```

Atomic partial charges in e from the Löwdin method, atoms 1 to 5:
1. S 0.492
2. C -0.115
3. C -0.032
4. C -0.112
5. S 0.847



Verdict on stability: arrangement B comes out at the bottom.